Below is a cluster of 9 separate species, C16H28B2N3O32S4 in total at a distorted geometry, with properties calculated with ωB97M-V/def2-TZVPD.

CARTESIAN COORDINATES (ANGSTROEM)
O1 -21.69066 14.77123 19.01479
O2 -24.89444 6.47988 1.33524
S1 -25.96082 6.14907 2.27936
H1 -26.22905 13.58695 13.92212
N1 -26.30909 14.53073 14.27277
O3 -7.84333 5.34764 12.04941
H2 -15.57079 0.10684 7.63225
O4 -24.89261 16.02200 7.77641
H3 -7.69283 5.50650 7.88746
O5 -20.69479 16.74927 20.38427
O6 -25.90644 16.11584 1.19999
O7 -19.45778 13.56107 10.06569
O8 -20.02712 10.00083 7.65135
S2 -13.12628 -1.82262 8.52422
O9 -12.23404 -1.10637 7.61931
C1 -18.13504 8.69957 7.87395
C2 -19.38374 9.02167 7.01717
C3 -26.20263 5.79614 4.73344
O10 -19.25783 15.34433 18.70143
O11 -12.64161 -2.60203 9.68703
H4 -8.02219 4.56499 9.29291
H5 -14.70412 -1.53686 6.20708
H6 -10.13434 5.33946 9.15914
O12 -23.81610 13.85624 1.71123
O13 -26.29716 7.56832 3.14745
C4 -15.51764 -0.88554 8.07997
H7 -18.82021 9.42290 -0.83198
S3 -20.76504 15.91306 19.15605
O14 -26.14549 15.78197 3.39170
C5 -26.08474 14.38992 6.55695
O15 -20.60144 11.52002 11.91649
C6 -25.18057 15.58562 6.71087
H8 -27.18977 7.79253 5.03796
O16 -7.50040 7.83899 11.86540
C7 -18.50673 16.44492 18.29042
C8 -26.35707 7.32292 4.51434
H9 -17.89243 16.82174 19.10819
H10 -19.19366 17.17256 6.13600
H11 -9.64866 6.92006 8.48831
O17 -26.32129 14.15863 5.29911
H12 -17.74759 16.39554 5.97152
O18 -20.72821 16.85812 17.83294
H13 -27.17156 5.35448 4.50063
H14 -25.54822 7.91002 4.94927
C9 -20.15317 11.30102 10.77591
C10 -9.40810 6.14991 9.22118
N2 -18.20248 17.29717 5.98726
H15 -26.46007 15.14762 13.48743
H16 -25.39007 14.48999 14.68972
H17 -19.65459 8.19990 0.01009
O19 -26.52336 13.78780 7.55387
C11 -19.48730 12.37377 9.81421
O20 -14.35108 -0.84863 8.95081
O21 -27.17242 5.53558 1.77679
C12 -19.43150 17.43763 17.60468
O22 -18.13773 9.44269 8.94729
O23 -24.39475 14.30549 3.88302
B1 -25.45806 15.03998 4.52688
N3 -19.55782 8.73302 -0.84226
H18 -19.35361 18.42771 18.05388
H19 -25.82221 5.42724 5.68595
H20 -15.92746 -2.61344 6.73825
O24 -19.77533 8.55483 5.99332
H21 -18.16256 17.80751 5.11659
H22 -20.51665 8.85343 -1.13591
H23 -17.77873 16.18499 17.52194
O25 -7.16843 6.30118 9.76020
O26 -19.07794 11.77752 8.75290
O27 -24.83294 15.98491 5.49053
H24 -27.09771 14.72218 14.87403
O28 -14.20833 -2.76903 7.69095
O29 -20.03588 10.12085 10.15478
O30 -25.36330 5.43361 3.67570
O31 -17.32088 7.78914 7.64409
H25 -19.11077 8.10762 -1.49734
O32 -9.38627 6.61982 10.53456
S4 -7.89285 6.54729 11.24812
B2 -19.31683 10.33823 8.85164
C13 -25.48553 15.61033 2.25498
H26 -16.45375 -1.05202 8.61296
C14 -24.43119 14.54700 2.54829
H27 -19.20288 17.43688 16.53892
C15 -15.13300 -1.96745 7.11193
C16 -8.02883 5.58957 8.92105
H28 -17.82756 17.91108 6.69624

Summary:
Charge ... +1
Highest occupied orbital energy ... -10.4409 eV
Largest force on an atom ... 0.08532 hartree/bohr
HOMO-LUMO gap ... 0.23852 hartree
ΔE to the lowest compared entry with this formula, charge and spin ... 207.77 kcal per mole
LUMO level ... -3.95 eV